1.
Entry from OMol25: a structure of composition C30H32MnN3O6P2S (wB97M-V/def2-TZVPD).

The value obtained for the lowest unoccupied orbital energy (alpha / beta) is -0.31 / 0.35 eV. Its expectation value of S² is 6.223. As for the energy above the lowest of the compared OMol25 structures with the same formula, charge and spin: 0.0145 eV. Its charge is 0. Its spin multiplicity is 5.

Last column: Mulliken spin population.
Positions of all 75 atoms, in Å:
Mn: -0.1695 0.5321 -0.0957  4.0911
O: 1.3758 1.1712 3.1266  0.0007
S: 0.1093 0.6533 2.6066  0.0168
O: -0.8549 0.2898 3.6140  0.0011
O: -0.4722 1.6840 1.6385  0.0709
O: 0.3868 -0.4815 1.6357  0.0571
C: -5.5920 1.1939 -3.0833  -0.0023
C: -4.2952 1.2950 -3.5779  0.0016
C: -3.2485 0.6707 -2.9219  0.0109
C: -3.4944 -0.0837 -1.7728  -0.0211
C: -4.7901 -0.1778 -1.2769  -0.0059
C: -5.8367 0.4654 -1.9298  0.0013
P: -2.0748 -0.8522 -0.9392  0.0680
C: -2.7912 -2.0268 0.2436  -0.0367
C: -2.7170 -1.7194 1.5991  0.0058
C: -3.2855 -2.5727 2.5365  0.0010
C: -3.9215 -3.7320 2.1236  0.0006
C: -3.9908 -4.0476 0.7705  -0.0004
C: -3.4279 -3.1986 -0.1668  -0.0076
C: -1.2616 -1.8188 -2.2307  -0.0464
C: -1.8596 -2.5364 -3.2312  0.0081
C: -1.0717 -3.3427 -4.0799  -0.0084
C: 0.2794 -3.4348 -3.8877  0.0059
C: 0.9277 -2.6954 -2.8687  -0.0220
C: 2.3216 -2.7740 -2.6299  0.0385
C: 2.8862 -2.0405 -1.6266  -0.0364
C: 2.1051 -1.1526 -0.8473  0.0350
C: 0.7668 -1.0166 -1.0822  -0.2878
C: 0.1459 -1.8378 -2.0588  -0.0516
H: -6.4085 1.6845 -3.5981  -0.0001
H: -4.1013 1.8704 -4.4744  0.0000
H: -2.2330 0.7737 -3.2859  -0.0026
H: -4.9883 -0.7648 -0.3880  -0.0001
H: -6.8435 0.3832 -1.5408  -0.0001
H: -2.1932 -0.8363 1.9431  0.0181
H: -3.2074 -2.3298 3.5879  0.0000
H: -4.3555 -4.4012 2.8557  0.0001
H: -4.4783 -4.9591 0.4490  -0.0001
H: -3.4731 -3.4527 -1.2184  -0.0006
H: -2.9328 -2.4901 -3.3757  0.0003
H: -1.5469 -3.9053 -4.8732  -0.0003
H: 0.8776 -4.0771 -4.5240  -0.0007
H: 2.9249 -3.4348 -3.2412  0.0018
H: 3.9471 -2.1254 -1.4247  -0.0017
H: 2.5847 -0.5804 -0.0614  -0.0007
C: -3.6986 3.8578 -1.0187  0.0020
P: -2.4882 3.0713 0.0608  0.0108
C: -3.4519 2.2866 1.3574  0.0017
C: -1.5599 4.4099 0.8175  0.0002
O: -1.6463 2.1190 -0.7438  0.0240
H: -4.3277 4.5570 -0.4665  0.0002
H: -4.3210 3.0814 -1.4665  -0.0010
H: -3.1767 4.3890 -1.8152  -0.0003
H: -4.0973 3.0120 1.8544  -0.0001
H: -2.7681 1.8354 2.0756  0.0005
H: -4.0705 1.5120 0.8994  0.0001
H: -2.2345 5.0982 1.3288  -0.0002
H: -1.0184 4.9488 0.0388  -0.0006
H: -0.8572 3.9774 1.5274  0.0010
C: 1.6952 2.7563 -4.4160  0.0009
N: 1.9585 2.7246 -2.9842  -0.0018
C: 2.9704 3.4230 -2.4158  0.0001
C: 3.2173 3.3597 -1.0960  0.0004
C: 2.3694 2.5207 -0.2923  0.0490
N: 1.3700 1.8410 -0.8572  0.0123
C: 1.1380 1.9054 -2.2069  -0.0143
O: 0.2492 1.2663 -2.7439  0.0019
N: 2.6038 2.4246 1.0059  0.0059
H: 2.3923 3.4483 -4.8825  -0.0002
H: 0.6731 3.0805 -4.5990  0.0000
H: 1.8183 1.7619 -4.8412  0.0002
H: 3.5640 4.0295 -3.0865  -0.0002
H: 4.0261 3.9182 -0.6519  0.0003
H: 3.3734 2.9501 1.3830  -0.0001
H: 2.0428 1.8938 1.7000  0.0064

Forces on atoms 1 to 6 (eV/Å):
Mn -0.06 -0.06 -0.04
O -0.11 0.00 -0.05
S 0.15 0.01 0.00
O -0.04 -0.03 -0.03
O 0.05 -0.06 -0.01
O 0.02 0.03 0.08

=====

2.
Entry from OMol25: a cluster of 2 separate species, C30H32N5O2 in total in a non-equilibrium geometry (wB97M-V/def2-TZVPD).

The value obtained for the lowest unoccupied orbital energy is -4.14 eV. As for the energy above the lowest of the compared OMol25 structures with the same formula, charge and spin: 0.1820 eV. Its charge is +1.

Last column: Löwdin charge in e.
Positions of all 69 atoms, in Å:
C: -1.8917 -3.5710 -2.0700  0.0144
C: -1.2252 -2.5578 -2.8993  -0.1874
N: -1.7152 -2.1390 -4.0845  0.1717
C: -0.8320 -1.2656 -4.7204  -0.1820
C: 0.2923 -1.1269 -3.8811  -0.1047
C: 1.2835 -0.2071 -4.2209  -0.0065
C: 1.1353 0.5666 -5.3836  -0.0533
C: -0.0182 0.4483 -6.1771  -0.0639
C: -1.0277 -0.4679 -5.8424  -0.0036
C: 0.0527 -1.9633 -2.6947  -0.0839
C: 0.8636 -2.0629 -1.5634  0.1039
C: 2.2789 -1.8335 -1.5602  -0.2029
C: 3.1267 -2.0991 -2.6755  -0.0223
C: 4.4723 -1.7441 -2.6348  -0.0222
C: 5.0142 -1.0952 -1.5171  -0.2418
C: 6.4386 -0.6149 -1.5358  -0.0388
C: 4.2062 -0.9233 -0.3764  -0.0108
C: 2.8734 -1.2954 -0.3942  0.0080
H: -1.1934 -3.8861 -1.2931  0.0903
H: -2.7966 -3.1649 -1.6030  0.1062
H: -2.1865 -4.4433 -2.6683  0.1051
H: -2.6216 -2.4265 -4.4623  0.1905
H: 2.1503 -0.1141 -3.5686  0.1068
H: 1.9266 1.2769 -5.6519  0.1144
H: -0.1253 1.0785 -7.0615  0.1111
H: -1.9540 -0.5827 -6.3976  0.1146
H: 0.3814 -2.2386 -0.5993  0.1083
H: 2.7155 -2.5948 -3.5531  0.1282
H: 5.1215 -1.9772 -3.4846  0.1272
H: 6.7254 -0.2722 -0.5348  0.0814
H: 7.1155 -1.4257 -1.8420  0.0929
H: 6.5866 0.2198 -2.2401  0.0970
H: 4.6509 -0.5106 0.5303  0.1209
H: 2.2238 -1.1619 0.4746  0.1091
C: -1.0016 5.0722 -0.3010  -0.0034
C: -0.5276 3.6739 0.0122  -0.4306
O: 0.3483 3.1221 -0.6556  0.0421
N: -1.1144 3.0701 1.1372  0.0166
C: -1.9555 3.8519 2.0442  -0.1209
C: -1.7870 3.3957 3.4723  -0.1419
N: -1.9733 1.9727 3.5577  -0.0977
C: -2.0980 1.5217 4.9177  -0.1415
C: -2.5955 0.0993 4.9482  -0.1243
N: -1.7838 -0.7635 4.0915  0.0188
C: -1.6406 -2.1258 4.3994  -0.4282
C: -2.4675 -2.6218 5.5610  -0.0027
O: -0.8645 -2.8701 3.7968  0.0407
C: -1.2797 -0.2332 2.8830  -0.0796
C: -0.6094 -0.9978 1.9121  -0.0668
N: -0.1490 -0.4968 0.7630  0.0274
C: -0.3377 0.7972 0.4927  -0.0619
C: -0.9573 1.6919 1.3858  -0.0808
C: -1.4353 1.1448 2.6046  -0.0738
H: -2.0972 5.1630 -0.2691  0.0912
H: -0.5423 5.7929 0.3941  0.0967
H: -0.6467 5.3006 -1.3097  0.0917
H: -1.6791 4.9119 1.9950  0.1193
H: -3.0179 3.7376 1.7760  0.1422
H: -0.7956 3.6854 3.8757  0.1459
H: -2.5639 3.8370 4.1114  0.1324
H: -1.1324 1.6220 5.4526  0.1460
H: -2.8292 2.1947 5.3880  0.1331
H: -2.5457 -0.2520 5.9870  0.1211
H: -3.6453 0.0975 4.6147  0.1421
H: -3.5215 -2.3194 5.4838  0.0904
H: -2.4011 -3.7134 5.5439  0.0927
H: -2.0430 -2.2642 6.5114  0.0962
H: -0.4166 -2.0475 2.0644  0.0932
H: 0.0588 1.1248 -0.4558  0.0970

Forces on atoms 1 to 6 (eV/Å):
C -0.25 -0.25 0.34
C 0.08 0.59 -0.70
N -0.29 -0.64 0.58
C 0.59 1.03 0.40
C -0.06 -0.11 -0.53
C -0.05 0.24 -0.34

=====

3.
Entry from OMol25: a structure of composition C30H32N5O6STi in a non-equilibrium geometry (wB97M-V/def2-TZVPD).

The value obtained for the lowest unoccupied orbital energy (alpha / beta) is -0.54 / -0.55 eV. Its expectation value of S² is 0.756. As for the energy above the lowest of the compared OMol25 structures with the same formula, charge and spin: 0.0000 eV. Its charge is 0. Its spin multiplicity is 2.

Last column: Mulliken spin population.
Positions of all 75 atoms, in Å:
Ti: 10.4731 10.2151 11.9780  0.9398
C: 14.2853 7.7011 9.8400  -0.0010
O: 13.0221 7.7234 9.1341  0.0000
C: 12.6187 8.8805 8.5824  -0.0095
C: 12.8022 9.0854 7.2524  0.0154
C: 12.3717 10.2736 6.6607  -0.0079
C: 11.7718 11.2703 7.3973  0.0133
C: 11.5232 11.0118 8.7581  -0.0018
C: 10.8442 12.0601 9.5110  0.0685
N: 10.5408 11.9800 10.7395  -0.0504
N: 9.8596 13.1337 11.2456  0.0012
C: 9.5244 12.9201 12.4908  0.0040
O: 9.7674 11.8117 13.1381  0.0055
C: 8.7337 13.9846 13.2977  -0.0029
C: 7.9915 14.9866 12.6922  -0.0012
C: 7.3231 15.9377 13.4882  0.0003
C: 7.3090 15.8082 14.8657  -0.0005
C: 7.9974 14.7940 15.4655  0.0004
C: 8.6197 13.8343 14.6879  0.0002
C: 11.8282 9.7954 9.3232  0.0159
O: 11.3732 9.5454 10.5527  0.0052
H: 15.1114 7.9272 9.1557  0.0001
H: 14.4026 6.7108 10.2384  0.0000
H: 14.2869 8.4737 10.6481  0.0001
H: 13.2580 8.2844 6.6657  0.0006
H: 12.6453 10.4385 5.6219  -0.0002
H: 11.5587 12.2617 7.0203  0.0002
H: 10.5725 12.9490 8.9785  0.0026
H: 8.0002 15.0119 11.6121  -0.0001
H: 6.8027 16.7305 12.9753  0.0000
H: 6.8393 16.5853 15.4964  0.0000
H: 8.0788 14.6761 16.5255  0.0000
H: 9.1886 13.0555 15.1508  0.0000
O: 10.0689 8.8101 13.3498  -0.0039
N: 8.8275 8.5742 13.7126  0.0002
C: 8.5885 8.0688 14.9263  -0.0015
C: 7.3322 7.8596 15.4373  0.0029
C: 6.2015 8.2025 14.6846  -0.0009
C: 6.4623 8.6796 13.4184  0.0029
C: 7.7793 8.8857 12.8896  -0.0052
S: 8.1939 9.3135 11.2866  -0.0012
H: 9.4867 7.8512 15.5051  -0.0008
H: 7.2311 7.5049 16.4315  0.0002
H: 5.2229 8.1130 15.0444  0.0000
H: 5.6316 8.9660 12.7314  -0.0007
N: 16.3616 8.1423 15.3875  0.0003
C: 15.9099 9.4452 15.4225  -0.0001
O: 16.3918 10.2575 16.1950  0.0011
C: 14.7674 9.7528 14.5728  0.0017
C: 14.3196 8.9294 13.5564  0.0001
C: 13.1735 9.2741 12.8828  0.0098
N: 12.4896 10.3758 13.1369  0.0027
C: 12.9562 11.2338 14.0380  0.0086
C: 14.0731 10.9378 14.7909  0.0001
H: 17.0854 7.8824 16.0638  0.0000
H: 15.7599 7.3945 15.0762  0.0000
H: 14.7571 7.9611 13.3143  -0.0003
H: 12.7948 8.6415 12.1121  -0.0117
H: 12.3160 12.1470 14.2122  -0.0015
H: 14.5095 11.5539 15.5913  -0.0003
C: 8.8949 8.7816 6.5915  0.0001
C: 8.5153 7.5655 7.4332  -0.0001
O: 9.5176 7.2440 8.4046  0.0001
C: 9.1926 6.1234 9.1790  0.0001
C: 10.3591 5.7842 10.0846  0.0007
H: 8.0987 8.9764 5.8617  0.0000
H: 9.8295 8.6917 6.0281  -0.0001
H: 8.9660 9.6452 7.2573  0.0001
H: 8.3667 6.7056 6.7944  0.0001
H: 7.6074 7.8768 7.9889  0.0000
H: 9.0420 5.2723 8.4838  0.0001
H: 8.3256 6.3840 9.8129  -0.0001
H: 11.3079 6.0685 9.6126  -0.0001
H: 10.3172 4.7272 10.2754  0.0000
H: 10.3375 6.3609 11.0184  -0.0012

Forces on atoms 1 to 6 (eV/Å):
Ti -0.63 1.13 0.81
C -0.67 1.51 -0.34
O 0.77 -1.45 1.03
C -0.88 0.41 0.78
C 0.08 0.22 -0.80
C 0.53 0.40 -0.87